No. 1
The following is a DFT calculation (the ωB97M-V functional and the def2-TZVPD basis) of a molecular structure, C26H22Br2IN2O11S3V in a non-equilibrium geometry.

XYZ file:
```
68
Properties=species:S:1:pos:R:3:forces:R:3
V 0.4236 0.0768 0.8983 -0.2448 0.2361 -0.0021
C -2.1559 2.3842 0.1094 -0.0018 0.0097 0.0394
C -2.5074 1.3096 1.0892 -0.0718 0.0076 -0.0070
C -3.7133 1.3727 1.8219 0.0169 0.0545 -0.0388
C -4.0390 0.3949 2.7119 -0.0800 -0.0256 0.0720
C -3.1840 -0.7136 2.8865 -0.0573 0.0231 -0.1138
C -3.4180 -1.8085 3.7538 -0.0137 0.0508 -0.0256
Br -4.9724 -1.8503 4.8454 -0.0030 0.0096 -0.0022
C -2.5385 -2.8464 3.8130 0.1037 -0.0630 -0.0435
C -1.3798 -2.8498 3.0164 -0.0797 -0.1428 0.0696
Br -0.1955 -4.3137 3.1213 -0.0112 0.0003 0.0151
C -1.0744 -1.8156 2.1563 0.0845 0.1812 -0.2450
O -0.0077 -1.7575 1.4111 -0.2909 -0.0246 0.1810
C -2.0162 -0.7280 2.1079 0.0216 -0.1021 -0.0799
N -1.6869 0.2871 1.2438 0.1725 -0.0147 0.2495
H -2.8957 3.1827 0.1360 -0.0125 -0.0072 -0.0085
H -2.1144 1.9771 -0.9030 0.0293 -0.0162 -0.0193
H -1.1706 2.7937 0.3259 0.0080 0.0090 0.0015
H -4.3670 2.2209 1.6718 0.0015 0.0048 -0.0031
H -4.9549 0.4540 3.2850 0.0042 -0.0007 -0.0030
H -2.7221 -3.6806 4.4751 0.0060 -0.0066 -0.0008
O -1.4492 -1.9695 -1.3492 0.2022 -0.2910 -0.0645
C -0.4414 -2.6713 -1.9411 1.0164 0.5731 -0.1177
C 0.8610 -2.2184 -2.1948 -1.7696 -0.4230 0.4920
C 1.6704 -3.0380 -3.0210 0.9328 -0.3945 -0.5206
C 2.9362 -2.6529 -3.3631 -0.9843 -0.7187 -0.0024
C 3.5018 -1.4556 -2.9097 0.0528 1.0771 0.6456
C 2.7548 -0.6552 -2.0798 0.9399 -0.0560 -0.5604
C 1.4559 -1.0150 -1.6924 -1.0702 1.0219 0.6575
O 0.7973 -0.2457 -0.8581 0.9620 -0.9927 -0.1431
N 3.7250 -3.5249 -4.2398 -0.0435 -0.0719 -0.0554
O 4.8311 -3.1411 -4.5761 -0.0721 0.0069 0.0519
O 3.2374 -4.5843 -4.5909 0.0278 0.0066 -0.0046
H -0.7315 -3.6764 -2.2208 0.0220 0.0004 -0.0098
H 1.2756 -3.9690 -3.4032 0.0157 0.0004 -0.0016
H 4.5094 -1.1958 -3.1955 -0.0098 0.0116 0.0466
H 3.1542 0.2570 -1.6552 0.0167 0.0173 -0.0202
O 0.6333 0.3861 3.0426 0.2765 -0.0885 -0.1548
S 2.1024 0.1509 3.0077 -0.1928 0.0080 -0.2099
O 2.6059 -0.7324 4.0105 0.0461 -0.0429 0.0562
O 2.4059 -0.2078 1.6002 0.0514 -0.0247 0.0767
C 2.8855 1.7295 3.2874 0.0354 0.1091 -0.0959
C 3.5412 1.8640 4.5039 -0.0147 -0.0019 -0.0500
C 4.1928 3.0430 4.8278 0.0140 0.0182 0.0233
C 4.1913 4.0960 3.9308 0.0210 0.0272 0.0229
C 3.5338 3.9724 2.7172 -0.0296 -0.0483 -0.0228
C 2.8777 2.7962 2.3776 0.0070 -0.0596 0.0996
S 2.1050 2.8081 0.7540 -0.3882 -0.1299 0.0980
O 1.8539 4.1999 0.4724 -0.0178 0.0743 -0.0209
O 2.9891 2.1271 -0.1543 0.0639 -0.0408 -0.0615
O 0.8022 2.0877 0.9546 0.3149 0.0771 -0.2204
H 3.5399 1.0235 5.1824 -0.0015 -0.0081 0.0067
H 4.7008 3.1314 5.7793 0.0028 0.0023 0.0011
H 4.6987 5.0214 4.1714 0.0007 0.0042 0.0055
H 3.5081 4.7935 2.0153 -0.0020 0.0019 -0.0040
I -2.8370 -1.1396 -3.8742 0.0150 -0.0045 0.0112
C -1.8507 -0.7951 -1.9534 0.0265 0.1659 0.0055
H -2.6090 -0.3443 -1.3260 0.0115 0.0079 0.0147
H -1.0411 -0.1098 -2.1828 -0.0189 0.0090 -0.0158
C 1.5155 2.2297 -3.5932 0.0033 0.0065 0.0732
S -0.2079 2.4856 -3.1411 -0.0476 0.0035 -0.0851
C -0.0665 4.1355 -2.4312 -0.0583 -0.0047 -0.0050
H 2.1496 2.3110 -2.7107 0.0165 0.0006 0.0103
H 1.8258 2.9503 -4.3500 0.0082 -0.0020 0.0002
H 1.6030 1.2236 -3.9987 0.0052 -0.0173 -0.0218
H 0.2294 4.8557 -3.1943 0.0073 0.0044 0.0000
H 0.6430 4.1505 -1.6067 0.0275 -0.0017 0.0370
H -1.0501 4.4127 -2.0530 -0.0035 0.0045 -0.0034
```
Positions in Å, forces in eV/Å.

Orbital gap (spin up / spin down) in eV: 4.64 / 4.39
E_tot in a.u.: -9525.51298
Energy relative to the best compared isomer or geometry (same formula, charge and spin) in eV: 1.173
Spin multiplicity: 2
Charge: -1
M in Da: 972.32

These are the Mulliken partial charges, in e, on atoms 1 to 8:
1. V 1.56
2. C -0.90
3. C 0.48
4. C -1.15
5. C -1.06
6. C 0.51
7. C -0.02
8. Br -0.26

No. 2
The following is a DFT calculation (the ωB97M-V functional and the def2-TZVPD basis) of a molecular structure, C48H59FeN2O3 in a non-equilibrium geometry.

XYZ file:
```
113
Properties=species:S:1:pos:R:3:forces:R:3
O 5.6201 3.8236 3.9055 -1.3158 0.0407 0.9295
C 4.4816 4.0729 4.0298 2.1015 0.8689 -3.3283
Fe 2.6667 4.4112 4.0322 0.8835 -1.8314 0.2215
C 2.7470 6.0336 4.7257 1.1129 1.9603 1.4331
O 3.0614 6.9952 5.3044 -0.7452 -0.7383 -0.7504
C 3.3071 3.4999 5.4952 -2.4450 -1.2741 2.7843
O 3.6408 2.8854 6.4367 0.3312 0.7399 -1.2888
C 0.2135 1.0190 1.2907 3.3142 -0.5050 2.2340
C 0.1142 1.3059 2.7752 -0.6172 0.6275 0.4404
C 0.0401 2.7783 3.2544 -0.3271 -0.2848 0.4618
C 1.0475 3.8033 2.7780 0.3197 0.4994 0.4429
C 1.6689 3.7782 1.4888 0.2043 -0.5620 -1.2426
C 1.9378 2.7429 0.6261 0.5032 1.3275 0.0332
C 1.6236 1.3082 0.8128 -0.0695 0.4190 -0.4696
H 0.1149 -0.0516 1.1431 -0.0652 1.2130 0.2754
H -0.7841 0.7957 3.1632 0.1405 0.1281 0.0981
H 0.9719 0.8463 3.2940 -0.1213 0.0303 -0.2844
H -0.9775 3.1550 3.0597 0.0838 -0.1592 -0.0691
H 0.1241 2.7366 4.3521 -0.2271 -0.0296 -0.1848
H 0.7197 4.8288 3.0731 -0.1644 -0.4581 -0.4269
H 1.9862 4.7655 1.1253 0.1563 -0.3095 0.1814
H 2.5906 2.9552 -0.2343 -0.2687 0.1225 0.2819
H 2.3324 0.9103 1.5726 -0.1872 -0.0985 -0.1139
C -1.5215 2.5843 0.2660 -0.8932 1.0803 0.1934
C -1.4389 3.0435 -1.1666 0.0853 -0.7587 0.4599
C -2.7029 3.8538 -1.4777 -0.1544 -0.1221 -0.1469
C -0.2486 3.9771 -1.3924 0.2643 -0.0356 -0.4304
C -1.2865 1.8013 -2.0644 -0.1210 -0.0659 -0.6943
C -2.3457 1.3581 -2.8598 0.3162 0.4948 -0.7269
C -2.1027 0.5570 -3.9848 0.0671 -0.2413 0.0861
C -0.7877 0.3403 -4.3989 -0.7088 0.7676 -0.2751
C 0.2909 0.7717 -3.6193 -0.3939 -0.0586 0.1637
C 1.6611 0.8569 -4.3287 -0.0758 -0.7245 0.2566
C 2.7466 1.5527 -3.5106 0.2481 -0.0114 0.0566
C 1.4848 1.6741 -5.6202 -0.2687 0.1912 -0.0169
C 2.1161 -0.5536 -4.7154 0.3008 -0.1622 -0.0239
C -0.0164 1.1273 -2.2581 -0.9627 -0.5343 -1.3354
N 0.4943 0.3266 -1.2000 2.0838 1.3241 0.8248
C 0.1576 -1.0802 -1.3089 -0.3835 0.3301 -1.0563
C -1.5559 -0.7516 0.3293 -2.2056 -1.1588 -0.2621
C -2.9168 -0.9507 0.9561 0.0398 0.1008 -0.2037
C -3.0197 -1.6116 2.1923 -0.5759 0.1760 -0.4754
C -4.2861 -1.8983 2.7115 0.0757 0.1731 -0.1409
C -5.4364 -1.4931 2.0243 0.1804 0.0325 -0.0116
C -5.3252 -0.7576 0.8381 0.2377 0.0701 -0.0193
C -4.0665 -0.4667 0.3057 -0.0627 -0.4706 0.6636
N 0.9720 -1.7147 -0.3004 -1.1284 -1.5117 0.6814
C 0.5676 -2.9827 0.1991 0.5466 0.9380 -0.6547
C -0.4499 -3.6204 -0.5390 -0.1086 -1.0135 -0.3334
C -1.5138 -2.8435 -1.3131 0.1284 -0.0955 -0.3055
C -2.9094 -3.3617 -0.9399 -0.1158 -0.0421 0.2570
C -1.3284 -3.0997 -2.8214 0.0243 -0.1604 -0.4001
C -1.3249 -1.3398 -1.0534 0.2211 -0.3477 -0.5878
C -0.4445 -5.0170 -0.5985 -0.0349 0.3107 0.4668
C 0.4839 -5.7473 0.1417 0.2787 -0.2687 -0.2221
C 1.3115 -5.0926 1.0546 -0.7374 0.0555 -0.1206
C 1.2238 -3.7075 1.2347 0.3456 -0.2387 0.3657
C 1.6899 -3.1520 2.6108 0.3199 -0.0842 -0.4989
C 1.1534 -4.0451 3.7427 -0.1087 -0.1970 -0.0713
C 1.1493 -1.7580 2.8705 0.2086 0.2561 0.0143
C 3.2180 -3.1537 2.6772 0.1764 0.1291 0.1529
C 2.0325 -0.9298 -0.0376 1.4506 -0.8541 0.1157
C 1.7964 0.4435 -0.4785 -0.4071 1.0614 0.2147
H -0.5719 1.7648 0.5868 -0.2224 0.1879 0.3078
H -1.4530 3.4365 0.9541 0.1563 -0.3320 0.0240
H -2.4619 2.0410 0.4384 0.2602 -0.0125 0.1383
H -2.7187 4.1622 -2.5298 -0.0633 -0.0338 0.0976
H -3.6152 3.2888 -1.2556 0.0775 0.1290 -0.0394
H -2.7053 4.7576 -0.8543 0.0168 -0.2182 -0.0994
H -0.2560 4.3374 -2.4300 -0.0452 0.0282 0.0908
H -0.3059 4.8400 -0.7163 0.0158 -0.1988 -0.0916
H 0.7040 3.4695 -1.2159 -0.3005 0.1874 0.0454
H -3.3735 1.6575 -2.6356 0.4148 0.1273 -0.1391
H -2.9352 0.1770 -4.5764 0.1737 0.0237 0.1488
H -0.6088 -0.1235 -5.3747 -0.0464 0.2273 0.3537
H 3.2086 0.8648 -2.7941 -0.1263 0.2508 -0.1424
H 3.5460 1.8885 -4.1869 -0.1548 -0.0914 0.1629
H 2.3568 2.4390 -2.9921 0.0958 -0.2352 0.0043
H 0.8046 1.1898 -6.3269 0.0692 0.0992 0.1003
H 1.0869 2.6695 -5.3886 0.0513 -0.1204 -0.0690
H 2.4544 1.8007 -6.1159 -0.1122 -0.0709 0.1020
H 1.3965 -1.0287 -5.3934 0.1685 0.0585 0.1297
H 3.0891 -0.5033 -5.2229 -0.1431 -0.0940 0.0578
H 2.2230 -1.1889 -3.8261 0.0220 0.1070 -0.1595
H -0.8400 -1.2291 0.9999 -0.4310 0.3842 -0.1049
H -2.1107 -1.9117 2.7229 -0.3560 0.0195 -0.2289
H -4.3645 -2.4385 3.6560 -0.0707 0.1413 -0.2390
H -6.4215 -1.7351 2.4232 0.2354 0.0755 -0.0822
H -6.2177 -0.4056 0.3162 0.1855 -0.1367 0.2148
H -3.9637 0.1079 -0.6185 -0.0297 -0.2241 0.2222
H -3.0615 -3.3613 0.1447 -0.0438 0.0241 -0.2404
H -3.6947 -2.7491 -1.4009 0.1706 -0.0592 0.0617
H -3.0365 -4.3919 -1.2921 0.0223 0.1614 0.0386
H -0.2863 -2.9674 -3.1400 -0.3463 -0.0479 0.0066
H -1.6090 -4.1318 -3.0684 0.0545 0.1672 0.0714
H -1.9632 -2.4280 -3.4179 0.1266 -0.1109 0.1609
H 0.4634 -1.4328 -2.3112 -0.1315 -0.1351 0.3132
H -1.8832 -0.7542 -1.7992 0.0360 -0.3989 0.2289
H -1.4242 0.3100 0.1422 0.0454 -0.5614 0.4743
H -1.1660 -5.5282 -1.2397 0.1966 0.1156 0.2772
H 0.5260 -6.8323 0.0420 0.0641 0.2606 -0.0108
H 1.9885 -5.6766 1.6818 -0.3768 0.1657 -0.0133
H 1.5681 -5.0578 3.6998 -0.1188 0.1371 0.0474
H 1.4209 -3.6099 4.7139 -0.0026 -0.0341 -0.1807
H 0.0593 -4.1122 3.6897 0.1788 -0.0451 0.0082
H 1.5454 -1.0557 2.1349 -0.2252 -0.0536 0.2571
H 0.0527 -1.7452 2.8484 0.2113 0.0403 -0.0182
H 1.4678 -1.3946 3.8568 -0.0737 -0.1691 -0.1407
H 3.6485 -2.5106 1.9017 -0.0053 -0.1437 0.1908
H 3.5487 -2.7830 3.6568 0.0332 -0.0755 -0.1735
H 3.6053 -4.1699 2.5384 0.0043 0.1709 0.0161
H 2.9323 -1.3170 0.4346 -0.3797 0.1979 -0.1447
H 2.5815 0.8329 -1.1307 -0.0308 0.0545 0.3462
```
Positions in Å, forces in eV/Å.

Orbital gap (spin up / spin down) in eV: 5.38 / 5.39
E_tot in a.u.: -3463.08564
Spin multiplicity: 5
Charge: -1
M in Da: 767.86

These are the Mulliken partial charges, in e, on atoms 1 to 8:
1. O -0.42
2. C 0.21
3. Fe -0.07
4. C 0.11
5. O -0.42
6. C 0.20
7. O -0.43
8. C 1.18